(1)
Entry from OMol25: a 9-piece molecular cluster, C10H38O11 overall (wB97M-V/def2-TZVPD).

```
59
Properties=species:S:1:pos:R:3:forces:R:3:nbo_charge:R:1
O 0.21593 1.42462 -1.73547 -0.32 -0.60 0.32 -0.816
C -1.21213 1.60462 -1.98773 2.47 0.26 0.69 -0.102
C -1.50784 3.00416 -1.54912 -1.37 2.11 -0.42 -0.088
O -1.12702 3.29417 -0.18409 -0.85 -0.88 -0.28 -0.759
H 0.46299 1.21062 -0.77561 -0.74 0.47 -1.23 0.513
H -1.27524 1.52605 -3.07682 -0.53 -0.07 0.18 0.191
H -1.81196 0.85196 -1.47792 -0.06 -0.04 -0.09 0.194
H -2.60816 3.21468 -1.69208 0.84 -0.25 0.49 0.172
H -1.02691 3.77208 -2.20298 -0.01 -0.85 0.28 0.178
H -0.43746 3.94962 -0.15706 0.32 0.19 -0.29 0.483
O 1.02891 0.76543 0.72728 0.77 0.06 -0.01 -0.790
C 2.22563 1.51229 1.15375 -0.07 -2.54 -0.88 -0.090
C 2.97174 0.52799 2.07586 -0.16 0.58 -0.31 -0.092
O 3.30754 -0.64155 1.31995 -0.33 -0.71 0.97 -0.775
H 1.41759 -0.05016 0.30627 -0.44 0.73 0.23 0.520
H 2.82762 1.66574 0.23586 -0.15 0.35 0.52 0.182
H 1.93885 2.43355 1.62179 -0.20 0.33 0.23 0.197
H 2.30295 0.22229 2.87853 0.01 0.21 0.18 0.192
H 3.86830 1.00515 2.48037 0.06 -0.13 0.03 0.171
H 3.00871 -1.41520 1.87332 0.40 0.98 -0.64 0.516
C 1.24472 2.51377 -5.02234 -0.68 1.50 2.37 -0.252
O 1.80751 2.85152 -3.72743 -0.14 0.19 -0.82 -0.756
H 0.23101 2.90813 -5.03389 -0.45 -0.16 -0.20 0.152
H 1.73582 3.03921 -5.80299 0.96 -0.10 -0.64 0.186
H 1.22323 1.46423 -5.01503 0.05 -1.49 -1.12 0.169
H 1.23972 2.35486 -3.12056 0.23 0.12 0.57 0.489
C -2.00595 0.00392 5.53625 -1.72 0.29 2.47 -0.250
O -1.02576 -0.06567 4.57872 0.58 -0.17 -0.01 -0.726
H -1.57415 -0.29980 6.49988 -0.03 -0.21 -0.25 0.173
H -2.40007 1.03257 5.77604 0.42 -0.63 -0.66 0.159
H -2.90659 -0.64198 5.37173 0.70 0.33 -0.21 0.157
H -1.35031 0.43430 3.85142 -0.15 0.59 -1.56 0.492
C 2.70949 -0.02682 -2.48084 2.04 1.08 1.55 -0.248
O 2.38077 -0.72573 -1.28909 -0.64 -0.46 -0.08 -0.768
H 1.79623 0.17458 -2.98489 -0.35 -0.18 -0.76 0.201
H 3.19102 0.94293 -2.21139 -0.70 -0.16 -0.18 0.162
H 3.54476 -0.49978 -2.99989 -0.60 -0.56 -0.61 0.167
H 3.11444 -0.75094 -0.67364 0.40 -0.01 0.13 0.494
C 1.24378 -2.23138 4.57507 -1.91 -0.56 -1.26 -0.257
O 1.87102 -2.36036 3.31419 0.99 0.11 -1.17 -0.765
H 0.26241 -1.73397 4.41062 0.64 -0.38 0.57 0.210
H 1.10474 -3.24409 4.95880 0.05 0.25 0.64 0.162
H 1.86278 -1.60586 5.15853 0.64 0.41 0.87 0.182
H 1.35235 -2.92387 2.73452 -0.15 0.00 0.17 0.472
C -0.88399 -3.79983 -3.42858 -0.85 -1.57 0.65 -0.245
O -0.79867 -5.22052 -3.60609 -0.37 -0.83 0.64 -0.733
H -0.18531 -3.53943 -2.64237 0.16 0.74 -0.11 0.172
H -0.70945 -3.37272 -4.39431 0.44 0.48 -0.29 0.186
H -1.91534 -3.59182 -3.13739 0.09 0.57 0.12 0.161
H -1.20076 -5.66353 -2.82136 0.55 0.63 -0.99 0.459
C -4.27027 -1.89874 -0.09338 1.59 0.25 0.41 -0.248
O -3.84594 -0.64234 -0.60000 -0.57 -0.78 -1.29 -0.733
H -4.54775 -2.50728 -0.91331 -0.99 -0.34 -0.89 0.179
H -3.40474 -2.48095 0.30036 -0.50 0.52 0.40 0.156
H -5.04848 -1.72457 0.63732 -0.26 -0.54 0.21 0.170
H -3.38980 -0.21302 0.09221 0.84 1.01 1.28 0.477
O -1.92840 1.12053 1.65359 0.75 0.02 -0.41 -0.989
H -1.10241 0.96171 1.13905 -0.49 -0.02 0.59 0.498
H -1.99170 2.08466 1.57638 -0.16 -0.14 -0.10 0.491
```
Forces are in eV/Å.

Values from the calculation:
HOMO-LUMO gap: 10.0752 eV
Highest occupied orbital energy: -0.357 Eh

=====

(2)
Entry from OMol25: C4H2OSn as an isolated structure (wB97M-V/def2-TZVPD).

```
8
Properties=species:S:1:pos:R:3:forces:R:3:nbo_charge:R:1
C -1.31535 0.11937 0.02167 -0.28 0.46 -0.86 -0.405
C -0.04933 1.03935 -0.14138 -3.02 -0.20 -0.06 -0.533
C 0.04345 -0.27456 -0.36409 -1.25 -1.58 0.91 -0.267
C 1.05146 -1.36645 0.00331 -0.30 -1.04 -0.05 0.273
O 2.18992 -0.79450 0.19715 0.13 -2.13 -0.10 -0.831
Sn 1.92236 1.13307 0.00810 3.64 4.36 0.17 1.346
H -1.74369 -0.01659 1.02421 0.58 -0.08 -0.28 0.210
H -2.09881 0.16030 -0.74897 0.48 0.21 0.26 0.207
```
Forces are in eV/Å.

Values from the calculation:
HOMO-LUMO gap (spin up / spin down): 6.4157 / 6.4147 eV
Highest occupied orbital energy (spin up / spin down): -0.295 / -0.294 Eh